Here is a 8-piece molecular cluster, C21H39Cl4N3O4 overall in a non-equilibrium geometry from the OMol25 dataset. Energies are from wB97M-V/def2-TZVPD.

CARTESIAN COORDINATES (ANGSTROEM)
N -2.748980 -0.839621 -2.848768
C -3.290131 -0.121468 -3.862530
C -3.757147 1.093518 -3.401835
C -3.640794 1.035708 -2.067642
C -3.053780 -0.105898 -1.757889
H -2.310041 -1.748453 -2.886726
H -3.256254 -0.433923 -4.895790
H -4.194214 1.913299 -3.952608
H -3.846894 1.818892 -1.353125
H -2.760963 -0.444011 -0.774860
N -5.401607 -2.022312 -0.114625
C -4.311209 -2.450221 0.572190
C -4.660311 -2.714058 1.855919
C -5.988607 -2.439678 1.948806
C -6.438862 -2.185758 0.680414
H -5.481474 -1.676243 -1.060120
H -3.346303 -2.524717 0.092803
H -4.085376 -3.082027 2.692853
H -6.563460 -2.491162 2.861653
H -7.430489 -1.978725 0.305969
N 3.457625 2.314757 -0.213997
C 4.540977 2.922792 0.263134
C 4.431745 3.183614 1.620509
C 3.179575 2.702574 1.953879
C 2.547594 2.233065 0.801901
H 3.365633 2.064279 -1.188110
H 5.408300 3.146457 -0.340297
H 5.189286 3.638932 2.241171
H 2.739804 2.705936 2.940284
H 1.655779 1.724435 0.466700
C -0.078399 -0.993706 1.096759
Cl -0.888595 0.543445 1.329818
Cl 1.442119 -0.982882 2.016811
Cl -1.130081 -2.228144 1.823565
Cl 0.111454 -1.385003 -0.649302
C 1.336832 0.349342 -3.351985
C 1.080185 1.882999 -3.151608
O 2.282426 2.497667 -2.811775
H 0.437943 -0.053368 -3.818802
H 1.663030 -0.094713 -2.411501
H 2.201779 0.231546 -4.004736
H 0.405169 1.972882 -2.300514
H 0.630967 2.445599 -3.970015
H 2.066896 3.406521 -2.590104
C -0.717280 1.959264 4.732899
C -0.340146 3.427792 5.059014
O -1.499258 4.253826 5.261489
H 0.223329 1.409285 4.762405
H -1.208556 1.829539 3.768572
H -1.306448 1.539859 5.548423
H 0.266820 3.885645 4.277948
H 0.259687 3.299190 5.959987
H -1.750877 4.705424 4.452575
C -0.074083 -4.684519 -4.170170
C -0.301187 -3.652081 -2.996797
O -1.657929 -3.378528 -2.965924
H -0.394796 -4.136700 -5.056250
H -0.683903 -5.569750 -3.989644
H 0.894737 -5.119567 -4.415549
H 0.170754 -2.719718 -3.306741
H 0.097407 -4.071955 -2.073259
H -2.007439 -4.229566 -2.691752
C 5.050946 -0.650624 1.586367
C 5.977633 -0.021576 2.582212
O 5.155545 0.619416 3.526408
H 5.599348 -1.278173 0.883845
H 4.557626 0.126401 1.002448
H 4.299924 -1.326564 1.995233
H 6.835796 0.589333 2.302153
H 6.537315 -0.796990 3.105273
H 4.503886 1.159167 3.072958

Atoms 1-2, force components in eV/Å:
-1.2 0.9 -0.3
0.4 0.6 -2.5

## Properties
Spin multiplicity   2
HOMO (alpha / beta)   -9.5596 / -9.5591 eV
Charge   +1
LUMO level (alpha / beta)   -3.23 / -7.54 eV
Kohn-Sham gap (alpha / beta)   6.3 / 2.0 eV